A molecular structure, C28H40NO2Sc, computed with ωB97M-V/def2-TZVPD.

The geometry in XYZ format:
```
72
Properties=species:S:1:pos:R:3:mulliken_charge:R:1
O -1.56 -3.51 -2.91 -0.29
C -2.17 -4.71 -2.31 -0.67
C -2.20 -5.45 -3.63 -0.87
H -3.16 -4.47 -1.90 0.24
H -1.51 -5.16 -1.56 0.45
C -1.58 -4.19 -4.20 1.57
H -3.21 -5.67 -3.97 0.31
H -1.57 -6.33 -3.67 0.31
C -2.50 -3.46 -5.15 -1.72
H -3.42 -3.19 -4.61 0.39
H -2.77 -4.14 -5.97 0.40
H -2.04 -2.58 -5.58 0.36
C -0.21 -4.38 -4.79 -1.83
H 0.49 -4.79 -4.05 0.36
H 0.18 -3.45 -5.22 0.37
H -0.28 -5.09 -5.61 0.45
Sc 0.91 1.09 -0.08 -0.54
C 3.12 1.34 0.53 -0.78
C 2.42 0.88 1.69 -0.24
C 1.96 -0.44 1.44 -0.61
H 2.27 1.42 2.62 0.71
C 2.40 -0.82 0.15 -0.44
C 3.11 0.28 -0.42 -0.80
H 3.57 0.27 -1.42 0.47
H 3.57 2.33 0.42 0.57
H 1.38 -1.04 2.15 0.50
H 2.33 -1.82 -0.26 0.89
C 0.64 3.26 -0.85 -0.33
C 1.34 2.54 -1.87 -0.85
C 0.45 1.54 -2.40 -0.48
H 2.36 2.75 -2.19 0.58
C -0.79 1.63 -1.69 -0.44
C -0.69 2.71 -0.77 -0.77
H -1.48 3.08 -0.13 0.61
H 0.99 4.11 -0.28 0.83
H 0.64 0.86 -3.24 0.55
H -1.70 1.09 -1.88 0.54
O -1.64 -1.33 -0.94 -0.44
C -0.36 -1.88 -1.36 0.91
C -0.03 -3.12 -0.50 -0.98
H 0.52 -1.17 -1.39 -0.30
H -0.56 -2.14 -2.39 0.15
C -1.29 -3.24 0.39 -0.67
H 0.84 -2.99 0.16 0.50
H 0.13 -3.94 -1.20 0.38
C -1.70 -1.77 0.44 0.17
H -1.08 -3.65 1.39 0.49
H -2.05 -3.80 -0.16 0.00
H -0.94 -1.33 1.12 -0.44
H -2.73 -1.59 0.77 0.56
C 2.79 5.34 3.69 -1.19
N 1.93 4.20 3.61 0.34
C 1.80 3.40 4.78 -0.93
C 1.18 3.96 2.41 -1.05
C -0.06 3.14 2.65 0.28
C -1.01 3.68 3.55 -0.58
C -2.09 2.92 3.97 -0.71
C -2.24 1.62 3.48 -0.78
C -1.34 1.14 2.49 -0.54
C -0.29 1.92 2.05 1.41
H 3.74 5.06 4.16 0.35
H 2.34 6.15 4.29 0.32
H 2.96 5.73 2.68 0.33
H 0.93 3.67 5.39 0.27
H 1.71 2.33 4.55 0.25
H 2.70 3.56 5.39 0.35
H 0.93 4.95 1.99 0.72
H 1.87 3.50 1.67 -0.31
H -0.86 4.72 3.88 0.46
H -2.79 3.33 4.69 0.34
H -3.06 1.00 3.83 0.40
H -1.51 0.15 2.08 0.14
```

largest force on an atom	0.058	Eh/bohr
E	-2056.7510	hartree
LUMO	0.372	eV
frontier orbital gap	0.2750	Eh
energy above the lowest of the compared OMol25 structures with the same formula, charge and spin	134.76	kJ/mol


2 unconnected molecules or ions with the total composition C6H16NO, computed with ωB97M-V/def2-TZVPD.

The geometry in XYZ format:
```
24
Properties=species:S:1:pos:R:3:mulliken_charge:R:1
C 1.82 -1.14 -1.69 -1.45
C 0.95 -0.34 -0.75 0.30
C 0.06 0.73 -1.35 -0.89
C 0.13 1.92 -0.32 -0.43
C -0.75 1.92 0.66 0.00
C -0.71 2.82 1.85 -1.34
N -0.11 -1.36 -0.14 -0.49
H 2.26 -0.65 -2.57 0.37
H 2.54 -1.71 -1.09 0.37
H 1.21 -1.78 -2.36 0.38
H 1.52 0.03 0.10 0.41
H -1.00 0.48 -1.56 0.45
H 0.38 1.16 -2.29 0.35
H 1.09 2.42 -0.41 0.38
H -1.70 1.36 0.72 0.41
H -0.99 3.85 1.61 0.30
H 0.26 2.81 2.28 0.32
H -1.25 2.48 2.75 0.37
H -0.71 -0.83 0.51 0.33
H 0.20 -2.19 0.37 0.48
H -0.90 -1.60 -0.75 0.37
H -1.31 -3.32 2.24 0.30
H -1.72 -3.90 0.91 0.30
O -1.25 -3.15 1.28 -0.60
```

largest force on an atom	0.057	Eh/bohr
E	-367.9155	hartree
LUMO	-3.080	eV
frontier orbital gap	0.3686	Eh
net charge	+1
energy above the lowest of the compared OMol25 structures with the same formula, charge and spin	175.89	kJ/mol


2 unconnected molecules or ions with the total composition C4H12N2, computed with ωB97M-V/def2-TZVPD.

The geometry in XYZ format:
```
18
Properties=species:S:1:pos:R:3:mulliken_charge:R:1
H 1.78 -0.39 0.82 0.19
N 1.21 -0.30 -0.05 -0.48
C 2.38 0.10 -0.49 -0.11
N 3.23 0.98 0.20 -0.55
H 2.62 -0.20 -1.52 0.37
H 2.65 1.48 0.86 0.28
H 4.04 0.54 0.63 0.25
C -1.40 0.92 0.52 -0.89
C -1.74 -0.58 0.47 -0.25
C -1.82 -1.01 -1.00 -1.12
H -1.54 1.28 1.54 0.32
H -0.32 0.94 0.37 0.11
H -1.94 1.50 -0.23 0.33
H -2.73 -0.72 0.92 0.37
H -1.00 -1.14 1.04 0.25
H -0.99 -0.53 -1.52 0.26
H -1.64 -2.08 -1.11 0.31
H -2.78 -0.79 -1.46 0.37
```

largest force on an atom	0.085	Eh/bohr
structure (SMILES)	[H]/N=C\N.CCC
E	-269.0290	hartree
LUMO	0.897	eV
frontier orbital gap	0.3954	Eh
energy above the lowest of the compared OMol25 structures with the same formula, charge and spin	229.33	kJ/mol


C6H8 in the gas phase, computed with ωB97M-V/def2-TZVPD.

The geometry in XYZ format:
```
14
Properties=species:S:1:pos:R:3:mulliken_charge:R:1
C -2.86 -0.89 0.23 0.12
C -1.70 -0.57 0.35 -0.76
C -0.29 -0.17 0.39 -0.07
C 0.71 -0.79 -0.58 -0.42
C 1.60 0.42 -0.21 -0.77
C 0.17 1.26 0.20 -0.49
H -3.89 -1.19 0.18 0.41
H 0.49 -0.20 1.23 0.22
H 1.01 -1.80 -0.25 0.29
H 0.44 -0.82 -1.64 0.31
H 2.42 0.08 0.48 0.24
H 2.08 0.97 -0.99 0.37
H -0.47 1.87 -0.49 0.32
H 0.29 1.86 1.11 0.23
```

largest force on an atom	0.065	Eh/bohr
structure (SMILES)	C#CC1CCC1
E	-233.2565	hartree
LUMO	1.152	eV
frontier orbital gap	0.3955	Eh
energy above the lowest of the compared OMol25 structures with the same formula, charge and spin	342.53	kJ/mol


C4H5N3 in the gas phase, computed with ωB97M-V/def2-TZVPD.

The geometry in XYZ format:
```
12
Properties=species:S:1:pos:R:3:mulliken_charge:R:1
N -1.38 -1.10 1.45 -0.41
C -0.64 -0.45 0.51 0.51
N -0.76 0.89 0.44 -0.59
C 0.16 1.52 -0.28 -0.07
C 1.19 0.82 -0.91 -0.50
C 1.04 -0.55 -0.95 0.01
N 0.14 -1.23 -0.25 -0.60
H -1.46 -2.09 1.29 0.26
H -2.18 -0.60 1.80 0.26
H 0.02 2.60 -0.32 0.40
H 2.14 1.24 -1.18 0.37
H 1.74 -1.10 -1.57 0.37
```

largest force on an atom	0.020	Eh/bohr
structure (SMILES)	Nc1ncccn1
E	-319.7026	hartree
LUMO	1.028	eV
frontier orbital gap	0.3618	Eh
energy above the lowest of the compared OMol25 structures with the same formula, charge and spin	25.27	kJ/mol


A molecular structure, C2H3FMnO3, computed with ωB97M-V/def2-TZVPD.

The geometry in XYZ format:
```
10
Properties=species:S:1:pos:R:3:mulliken_charge:R:1
H 1.38 1.55 0.99 0.42
O -0.62 1.57 0.63 -0.46
C 0.48 1.07 0.57 0.22
C 0.73 -0.26 -0.16 0.35
F 1.20 -1.17 0.70 -0.15
H 1.46 -0.12 -0.97 0.31
O -1.37 -1.02 0.17 -0.57
Mn -2.36 0.61 0.44 1.49
O -0.48 -0.72 -0.90 -0.04
H -0.42 -1.51 -1.47 0.45
```

largest force on an atom	0.048	Eh/bohr
E	-1553.7067	hartree
LUMO (alpha / beta)	-10.626 / -10.946	eV
frontier orbital gap (alpha / beta)	0.3737 / 0.3965	Eh
net charge	+2
energy above the lowest of the compared OMol25 structures with the same formula, charge and spin	0.00	kJ/mol
2S+1	6


A molecular structure, C29H58O29Rb, computed with ωB97M-V/def2-TZVPD.

The geometry in XYZ format:
```
117
Properties=species:S:1:pos:R:3:mulliken_charge:R:1
Rb -4.46 -3.21 -0.44 1.00
O -2.04 -2.18 0.94 -0.87
C -1.62 -0.94 0.37 -0.35
C -0.31 -0.62 -0.51 1.89
O -0.09 -1.14 -1.79 -0.50
H -1.43 -0.29 1.23 0.09
H -2.42 -0.54 -0.25 -0.05
H 0.55 -0.84 0.12 -0.59
H -0.17 0.46 -0.49 -0.46
C -7.30 -4.67 6.23 -0.68
O -6.38 -3.84 5.51 -0.32
C -5.24 -4.24 5.07 0.77
O -4.71 -5.37 5.31 -0.61
O -4.80 -3.28 4.22 -0.24
C -3.60 -3.59 3.58 -0.69
H -8.32 -4.42 5.95 0.25
H -7.04 -4.71 7.29 0.29
H -7.09 -5.69 5.94 0.33
H -2.90 -4.19 4.16 0.37
H -3.12 -2.67 3.25 0.30
H -3.72 -4.21 2.69 0.19
C 6.77 2.18 -2.28 -0.72
O 5.37 2.34 -2.14 -0.30
C 4.82 2.36 -0.85 0.78
O 5.44 2.18 0.13 -0.53
O 3.63 2.76 -1.01 -0.26
C 2.56 2.23 -0.20 -0.12
H 7.30 2.78 -1.54 0.30
H 7.04 2.43 -3.31 0.24
H 7.03 1.12 -2.17 0.28
H 1.62 2.71 -0.50 0.08
H 2.67 2.33 0.88 0.47
H 2.42 1.16 -0.37 -0.25
C -0.54 2.58 2.52 -0.56
O 0.53 3.36 2.02 0.09
C 0.74 4.50 2.40 0.57
O 0.01 5.14 3.18 -0.69
O 1.91 4.82 1.82 -0.14
C 2.49 6.06 2.10 -0.70
H -0.38 1.54 2.27 -0.03
H -1.49 2.86 2.08 0.26
H -0.66 2.65 3.60 0.42
H 3.14 6.13 1.23 0.27
H 3.08 6.10 3.01 0.30
H 1.87 6.96 2.09 0.23
C -1.41 7.85 0.47 -0.48
O -1.96 6.63 -0.11 -0.40
C -1.27 5.76 -0.80 0.99
O -0.12 6.03 -1.23 -0.67
O -1.90 4.66 -0.86 -0.47
C -1.36 3.46 -1.42 0.25
H -2.19 8.40 1.00 0.24
H -1.08 8.50 -0.34 0.32
H -0.54 7.66 1.10 0.09
H -0.74 3.76 -2.27 0.58
H -2.20 2.77 -1.58 -0.32
H -0.60 3.06 -0.75 -0.13
C 3.61 -1.12 1.10 -0.82
O 2.69 -1.24 2.17 -0.03
C 3.18 -1.22 3.48 0.53
O 4.37 -1.18 3.80 -0.60
O 2.15 -1.37 4.36 -0.15
C 2.49 -1.46 5.73 -0.83
H 3.80 -0.07 0.88 0.44
H 3.16 -1.51 0.18 -0.04
H 4.52 -1.68 1.30 0.47
H 3.43 -1.97 5.90 0.36
H 1.71 -2.00 6.28 0.25
H 2.50 -0.46 6.15 0.30
C 3.09 -7.15 2.76 -0.70
O 2.44 -6.05 3.37 -0.31
C 1.89 -5.12 2.60 0.78
O 2.20 -4.87 1.36 -0.54
O 0.95 -4.49 3.31 -0.36
C 0.13 -3.47 2.66 -0.23
H 4.11 -7.03 2.40 0.29
H 2.49 -7.55 1.94 0.31
H 3.30 -7.89 3.53 0.27
H 0.32 -3.12 1.65 0.23
H 0.18 -2.57 3.28 0.19
H -0.90 -3.82 2.73 0.02
C -3.19 3.08 -5.93 0.01
O -1.83 3.15 -5.40 -0.38
C -1.16 2.02 -5.18 0.80
O -1.50 0.94 -5.64 -0.60
O -0.27 2.18 -4.24 -0.26
C 0.61 1.10 -3.90 -0.55
H -3.66 4.06 -5.83 0.30
H -3.78 2.38 -5.35 -0.32
H -3.04 2.84 -6.98 0.31
H 1.47 1.14 -4.57 0.35
H 0.06 0.16 -3.93 0.50
H 0.98 1.14 -2.87 -0.08
C -4.45 1.31 -2.29 -0.09
O -5.34 1.28 -3.43 -0.41
C -5.13 0.46 -4.50 0.75
O -4.18 -0.36 -4.58 -0.57
O -6.13 0.65 -5.42 -0.37
C -6.03 0.28 -6.78 -0.69
H -4.49 0.35 -1.78 0.16
H -4.61 2.15 -1.63 0.38
H -3.49 1.33 -2.80 -0.16
H -5.82 1.14 -7.41 0.25
H -7.02 -0.08 -7.07 0.28
H -5.47 -0.66 -6.81 0.35
C 4.06 -5.71 -1.49 -0.51
O 4.53 -4.43 -1.85 -0.35
C 3.60 -3.46 -2.19 0.89
O 2.43 -3.71 -2.63 -0.62
O 4.19 -2.32 -2.24 -0.40
C 3.43 -1.12 -2.56 0.01
H 3.63 -6.09 -2.42 0.31
H 3.21 -5.66 -0.81 0.19
H 4.85 -6.39 -1.17 0.23
H 2.61 -1.01 -1.86 -0.28
H 3.24 -1.06 -3.63 0.49
H 4.08 -0.27 -2.32 0.07
```

largest force on an atom	0.137	Eh/bohr
E	-3345.5719	hartree
LUMO (alpha / beta)	-1.079 / -1.093	eV
frontier orbital gap (alpha / beta)	0.2344 / 0.2303	Eh
2S+1	2


A molecular structure, C31H30N7PS4Sc, computed with ωB97M-V/def2-TZVPD.

The geometry in XYZ format:
```
74
Properties=species:S:1:pos:R:3:mulliken_charge:R:1
Sc 0.27 -0.28 -0.39 -0.13
S -2.43 -0.54 3.43 -0.20
C -1.49 -1.91 3.16 0.47
C -2.01 -3.19 3.25 -0.53
C -1.32 -4.36 3.42 -0.37
C 0.05 -4.51 3.85 -0.73
C 0.90 -3.49 4.28 -0.67
C 0.86 -2.17 3.71 -0.07
S 2.34 -1.84 -0.32 -0.39
C 2.17 -2.57 -1.95 -0.85
C 1.95 -1.55 -3.04 0.41
C 2.52 -1.74 -4.29 -0.83
C 2.40 -0.80 -5.30 -0.52
C 1.67 0.37 -5.04 -0.79
C 0.99 0.45 -3.82 0.56
C -0.02 1.57 -3.68 -1.19
S -1.26 1.26 -2.47 -0.06
C -2.00 -0.14 -3.26 0.10
C -2.57 0.06 -4.52 -0.49
C -3.01 -1.05 -5.29 -0.66
C -3.04 -2.31 -4.73 -0.70
C -2.59 -2.48 -3.40 -0.70
C -2.00 -1.49 -2.63 0.90
S -1.70 -1.91 -1.05 -0.44
N 1.16 -0.45 -2.81 0.95
H -3.10 -3.25 2.99 0.28
H -1.83 -5.31 3.32 0.40
H 0.32 -5.57 4.03 0.37
H 1.69 -3.65 5.03 0.41
H 1.31 -3.22 -1.92 0.19
H 3.13 -3.10 -2.23 0.39
H 3.20 -2.59 -4.49 0.36
H 2.96 -0.92 -6.29 0.32
H 1.73 1.27 -5.71 0.41
H -0.47 1.67 -4.66 0.60
H 0.47 2.49 -3.39 0.56
H -2.59 1.09 -4.95 0.50
H -3.20 -0.94 -6.37 0.34
H -3.46 -3.17 -5.26 0.37
H -2.64 -3.49 -2.94 0.37
C 1.92 4.77 1.39 -0.88
N 2.00 3.55 0.60 0.19
C 2.79 3.40 -0.52 -0.66
C 2.50 2.17 -0.97 -1.08
N 1.52 1.54 -0.22 0.91
C 1.18 2.40 0.76 0.12
P 0.22 2.03 2.27 -0.67
C 0.92 0.29 2.54 0.12
N 0.28 -0.64 1.85 0.12
C -0.06 -1.88 2.58 0.21
C 1.61 -1.23 4.28 -0.43
N 1.72 0.00 3.63 0.38
C 2.73 0.94 4.15 -0.92
C -1.46 1.96 1.60 -0.18
N -1.78 1.09 0.59 0.95
C -3.16 1.13 0.55 -0.66
C -3.71 2.05 1.41 -0.80
N -2.62 2.60 2.07 0.22
C -2.72 3.44 3.25 -0.94
H 1.03 4.70 2.05 0.28
H 1.83 5.55 0.62 0.39
H 2.83 4.86 1.94 0.32
H 3.60 4.08 -0.82 0.47
H 2.95 1.66 -1.77 0.73
H 0.04 -2.68 1.80 0.39
H 2.12 -1.28 5.22 0.47
H 3.53 1.15 3.42 0.30
H 3.19 0.37 4.98 0.31
H 2.30 1.88 4.54 0.32
H -3.71 0.54 -0.14 0.55
H -4.73 2.28 1.62 0.53
H -3.16 2.89 4.06 0.29
H -3.39 4.30 2.96 0.37
H -1.69 3.85 3.43 0.34
```

largest force on an atom	0.091	Eh/bohr
E	-4277.2662	hartree
LUMO (alpha / beta)	-3.895 / -3.894	eV
frontier orbital gap (alpha / beta)	0.1983 / 0.1984	Eh
net charge	+1
energy above the lowest of the compared OMol25 structures with the same formula, charge and spin	177.69	kJ/mol


C2H6N4O2 in the gas phase, computed with ωB97M-V/def2-TZVPD.

The geometry in XYZ format:
```
14
Properties=species:S:1:pos:R:3:mulliken_charge:R:1
N -1.35 -0.66 -0.28 -0.80
N -0.08 -0.27 -0.12 0.48
C 0.87 -1.10 0.34 0.10
N 1.15 -1.97 1.36 -0.47
O 0.13 -1.97 2.25 -0.34
C 0.32 0.83 -0.77 0.03
N -0.64 1.84 -0.76 -0.48
O -0.08 2.88 -1.51 -0.33
H -1.79 0.30 -0.91 0.44
H -1.64 -0.33 0.77 0.29
H 1.95 -0.98 0.12 0.16
H 0.46 -2.80 2.60 0.40
H 1.38 0.80 -1.33 0.24
H -0.67 3.44 -1.75 0.27
```

largest force on an atom	0.163	Eh/bohr
structure (SMILES)	NN(/C=N\O)/C=N/O
E	-449.0104	hartree
LUMO	0.712	eV
frontier orbital gap	0.3197	Eh
energy above the lowest of the compared OMol25 structures with the same formula, charge and spin	816.06	kJ/mol


A molecular structure, C20H60F6N10O10P, computed with ωB97M-V/def2-TZVPD.

The geometry in XYZ format:
```
107
Properties=species:S:1:pos:R:3:mulliken_charge:R:1
P -0.15 0.09 0.62 3.11
F -0.05 1.74 0.67 -0.85
F -0.03 0.14 -1.00 -1.33
F 1.44 -0.20 0.77 0.29
F -0.31 -1.55 0.54 0.21
F -0.37 -0.01 2.19 -0.28
F -1.76 0.25 0.45 -1.24
C -1.03 -3.27 3.03 0.08
O -1.38 -4.13 3.80 -0.80
N -1.20 -2.01 3.31 -0.24
N -0.35 -3.48 1.92 -0.20
H -0.98 -1.35 2.59 1.44
H -1.60 -1.78 4.21 0.43
H -0.37 -2.81 1.17 0.19
H -0.22 -4.42 1.56 0.28
C 2.51 -2.34 1.62 -0.45
O 3.13 -3.36 1.92 -0.82
N 1.30 -2.11 2.02 -0.34
N 3.04 -1.37 1.02 0.37
H 0.88 -1.22 1.81 -1.81
H 0.97 -2.70 2.77 0.13
H 3.95 -1.56 0.62 0.27
H 2.48 -0.54 0.93 0.22
C 1.61 -2.45 -1.92 0.10
O 2.12 -2.91 -2.94 -0.85
N 0.72 -1.52 -1.96 0.27
N 1.82 -2.93 -0.71 -0.16
H 0.25 -1.13 -1.16 -1.10
H 0.42 -1.18 -2.86 -0.13
H 2.49 -3.68 -0.62 0.24
H 1.50 -2.49 0.14 0.32
C 1.66 0.02 4.82 0.16
O 2.29 -0.48 5.68 -0.70
N 1.69 -0.43 3.56 0.36
N 0.98 1.13 4.91 -0.22
H 1.07 0.01 2.90 -0.80
H 2.38 -1.15 3.37 0.33
H 0.84 1.42 5.86 0.26
H 0.43 1.47 4.13 0.23
C -3.66 -0.02 2.35 0.54
O -4.22 0.84 1.65 -0.67
N -4.35 -0.83 3.18 -0.49
N -2.38 -0.17 2.44 0.11
H -5.28 -0.49 3.36 0.28
H -3.75 -1.20 3.91 0.13
H -1.85 0.34 1.75 -0.44
H -1.96 -0.98 2.88 0.10
C -2.00 -2.41 -0.88 -1.01
C -2.77 -2.23 -2.25 0.33
C -2.26 -0.97 -3.03 -1.03
O -2.52 -3.38 -3.02 -0.66
H -2.42 -3.22 -0.29 0.52
H -1.85 -1.60 -0.17 -0.15
H -0.96 -2.63 -1.14 1.14
H -3.84 -2.22 -2.07 0.20
H -2.97 -0.17 -3.26 0.50
H -1.81 -1.29 -3.97 0.76
H -1.55 -0.41 -2.42 -0.38
H -2.79 -4.13 -2.48 0.44
C -4.98 -0.36 -1.78 -2.65
C -4.38 -0.03 -0.43 1.41
C -3.29 1.01 -0.60 -0.03
O -5.50 0.35 0.32 -0.88
H -5.51 -1.32 -1.77 0.39
H -4.20 -0.55 -2.52 0.60
H -5.66 0.38 -2.21 0.35
H -3.97 -0.94 0.01 -0.09
H -2.55 0.60 -1.28 -0.55
H -2.96 1.45 0.34 0.11
H -3.64 1.87 -1.19 0.62
H -5.19 0.48 1.22 0.51
C 0.68 0.38 -3.30 -0.69
C 1.16 1.47 -4.31 0.63
C 2.01 0.89 -5.43 -1.84
O 0.07 2.04 -4.90 -0.66
H 1.58 -0.07 -2.89 0.30
H -0.03 -0.34 -3.70 0.52
H 0.22 0.80 -2.40 0.25
H 1.67 2.30 -3.81 0.12
H 1.45 0.23 -6.09 0.34
H 2.90 0.42 -5.01 0.35
H 2.42 1.73 -6.00 0.45
H -0.57 1.37 -5.14 0.43
C 2.13 2.39 1.66 -0.13
C 3.59 2.12 1.36 -0.19
C 4.32 1.14 2.31 -1.29
O 3.69 1.60 0.06 -0.44
H 1.66 2.74 0.74 -0.70
H 1.94 3.01 2.54 0.61
H 1.60 1.47 1.89 0.86
H 4.01 3.13 1.36 0.68
H 3.68 0.27 2.46 0.43
H 4.48 1.58 3.29 0.33
H 5.25 0.68 1.97 0.41
H 4.62 1.42 -0.12 0.37
C 0.66 2.88 -1.39 1.31
C 1.65 4.08 -1.71 -0.08
C 2.24 4.72 -0.48 -1.48
O 2.59 3.57 -2.66 -0.62
H 0.34 2.21 -2.19 0.09
H -0.30 3.23 -1.01 0.53
H 1.15 2.20 -0.69 -0.78
H 1.25 4.89 -2.32 0.42
H 1.64 5.34 0.18 0.35
H 3.04 5.44 -0.68 0.47
H 2.68 3.94 0.14 0.37
H 3.36 3.29 -2.15 0.30
```

largest force on an atom	0.217	Eh/bohr
E	-3038.0334	hartree
LUMO	2.090	eV
frontier orbital gap	0.3018	Eh
net charge	-1
energy above the lowest of the compared OMol25 structures with the same formula, charge and spin	2751.90	kJ/mol